{
  "formula": "C11H26N4O4PS3Zn",
  "method": "wB97M-V/def2-TZVPD",
  "orbital_gap_ev": 8.49,
  "energy_ha": -4269.97420,
  "e_above_lowest_kcal_mol": 0.0,
  "charge": 1,
  "homo_energy_ev": -11.01,
  "mol_weight_g_mol": 470.92,
  "lumo_ev": -2.52,
  "species": ["Zn", "S", "S", "S", "P", "O", "O", "O", "O", "N", "N", "N", "N", "C", "C", "C", "C", "C", "C", "C", "C", "C", "C", "C", "H", "H", "H", "H", "H", "H", "H", "H", "H", "H", "H", "H", "H", "H", "H", "H", "H", "H", "H", "H", "H", "H", "H", "H", "H", "H"],
  "positions_angstrom": [[0.989, -1.409, 0.042], [0.168, -1.767, -2.036], [0.634, -0.723, 2.223], [0.123, 1.113, -3.850], [-0.034, 0.275, -2.141], [-1.409, 0.634, -1.355], [1.029, 0.667, -0.979], [3.082, -1.341, 0.253], [4.964, -2.459, 0.766], [-1.955, -0.355, 1.418], [3.047, -3.558, 0.774], [-1.668, -0.598, 3.568], [1.673, -3.627, 0.547], [3.670, -2.373, 0.571], [-3.119, -0.435, 3.465], [5.723, -1.243, 0.560], [-2.633, 0.965, -2.086], [-3.497, 1.798, -1.157], [0.317, 2.920, -0.261], [1.483, 2.010, -0.584], [-3.297, -0.123, 1.965], [-1.066, -0.560, 2.384], [2.431, 2.584, -1.616], [-3.307, -0.309, -2.548], [-4.111, 1.170, -0.509], [-3.629, -1.351, 3.757], [-3.600, 0.909, 1.797], [-4.238, -0.066, -3.062], [1.901, 2.957, -2.491], [3.597, -4.389, 0.930], [-2.671, -0.864, -3.236], [-2.880, 2.456, -0.544], [1.203, -3.998, 1.365], [-0.260, 3.143, -1.159], [-1.686, -0.092, 0.471], [1.466, -4.204, -0.264], [5.437, -0.503, 1.302], [-3.542, -0.949, -1.694], [-0.338, 2.467, 0.485], [-1.176, -0.846, 4.409], [-3.465, 0.378, 4.099], [0.698, 3.860, 0.139], [2.978, 3.411, -1.160], [-2.329, 1.560, -2.946], [2.039, 1.788, 0.328], [6.759, -1.534, 0.686], [3.151, 1.832, -1.937], [-4.024, -0.782, 1.495], [-4.172, 2.425, -1.740], [5.544, -0.862, -0.442]]
}



{
  "formula": "C11H26O11P2",
  "method": "wB97M-V/def2-TZVPD",
  "smiles": "C[C@H]1CC(=O)O[C@H]1O.COP(=O)(OC)OC.COP(=O)(OC)OC",
  "orbital_gap_ev": 6.34,
  "energy_ha": -1944.73492,
  "charge": 0,
  "homo_energy_ev": -9.64,
  "mol_weight_g_mol": 396.27,
  "lumo_ev": -3.30,
  "species": ["P", "P", "O", "O", "O", "O", "O", "O", "O", "O", "O", "O", "O", "C", "C", "C", "C", "C", "C", "C", "C", "C", "C", "C", "H", "H", "H", "H", "H", "H", "H", "H", "H", "H", "H", "H", "H", "H", "H", "H", "H", "H", "H", "H", "H", "H", "H", "H", "H", "H"],
  "positions_angstrom": [[2.249, -0.647, -0.075], [-2.051, -1.925, 1.899], [-1.623, -0.485, 2.758], [-0.741, -2.555, 2.384], [-3.247, -2.225, 2.995], [-1.453, 4.767, -1.452], [3.127, -2.035, -0.228], [-0.497, 1.067, -4.168], [2.408, 0.204, -1.340], [0.866, -1.450, -0.735], [-2.478, -3.364, 1.040], [-1.328, 3.386, -3.430], [3.632, 0.157, 0.585], [-2.552, 0.575, 2.662], [-2.209, -4.619, 1.650], [-0.462, 2.178, -3.428], [-4.580, -2.187, 2.517], [0.885, -1.807, -2.110], [1.943, 5.054, -1.895], [0.852, 4.146, -2.715], [0.609, 2.571, -2.206], [4.003, -0.248, 1.886], [-0.736, 4.573, -2.727], [2.724, -3.140, 0.561], [4.609, 0.541, 2.340], [0.134, -2.585, -2.270], [4.602, -1.161, 1.833], [-1.161, -4.891, 1.495], [-3.360, 0.426, 3.384], [3.118, -0.418, 2.504], [-5.194, -1.623, 3.226], [1.070, 3.975, -3.870], [-2.042, 1.512, 2.899], [1.593, 5.400, -0.826], [0.184, 2.464, -1.095], [2.922, 4.380, -1.785], [-2.444, -4.606, 2.717], [2.038, -2.836, 1.356], [0.619, -0.941, -2.723], [1.697, 2.147, -2.281], [2.303, 6.005, -2.511], [-2.835, -5.374, 1.167], [-0.842, 5.624, -3.232], [1.860, -2.199, -2.410], [-1.487, 3.918, -0.917], [-4.965, -3.207, 2.448], [-2.962, 0.638, 1.651], [-4.641, -1.708, 1.536], [3.611, -3.596, 1.011], [2.234, -3.877, -0.080]]
}



{
  "formula": "C11H27BN4O5P",
  "method": "wB97M-V/def2-TZVPD",
  "orbital_gap_ev": 7.29,
  "energy_ha": -1396.53880,
  "charge": 1,
  "homo_energy_ev": -10.87,
  "mol_weight_g_mol": 337.15,
  "lumo_ev": -3.58,
  "species": ["P", "O", "O", "O", "O", "O", "N", "N", "N", "N", "C", "C", "C", "C", "C", "C", "C", "C", "C", "C", "C", "B", "H", "H", "H", "H", "H", "H", "H", "H", "H", "H", "H", "H", "H", "H", "H", "H", "H", "H", "H", "H", "H", "H", "H", "H", "H", "H", "H"],
  "positions_angstrom": [[-1.043, -0.636, 1.687], [-0.103, -2.557, -2.874], [1.249, -2.984, -0.980], [3.713, -0.922, -1.746], [-0.013, 4.427, 0.311], [2.024, 0.351, -1.438], [2.056, 4.871, -0.557], [0.714, 6.562, 0.234], [0.129, 1.536, -1.298], [2.916, -0.363, -2.341], [0.105, 1.241, 0.185], [-0.971, -3.711, -2.880], [0.258, -3.230, 1.946], [-0.110, -0.780, -1.084], [-1.037, -2.417, 2.176], [0.233, -0.310, 0.349], [-0.375, 0.298, 3.146], [-1.454, 1.210, 3.766], [0.703, 0.254, -1.873], [0.862, 5.233, 0.011], [-2.420, -3.260, -2.703], [0.369, -2.192, -1.630], [0.574, 0.281, -2.953], [-1.092, 2.232, 3.845], [-2.663, -3.150, -1.648], [1.536, -3.671, -1.610], [-0.709, -4.394, -2.074], [0.809, 2.260, -1.525], [-2.349, 1.230, 3.153], [1.410, 7.247, 0.006], [-2.535, -2.289, -3.174], [-0.147, 6.865, 0.654], [-0.803, 1.723, -1.658], [-1.711, 0.896, 4.770], [-0.911, 1.493, 0.489], [-0.024, -0.398, 3.901], [-1.190, -0.658, -1.162], [-1.903, -2.905, 1.747], [0.743, 1.866, 0.788], [-0.886, -4.208, -3.838], [0.473, 0.908, 2.843], [-1.221, -2.405, 3.248], [1.045, -2.680, 1.450], [0.012, -4.118, 1.374], [-3.128, -3.960, -3.132], [2.775, 5.527, -0.799], [0.664, -3.601, 2.882], [1.199, -0.611, 0.729], [2.227, 3.898, -0.715]]
}



{
  "formula": "C11H27ClN3O4S",
  "method": "wB97M-V/def2-TZVPD",
  "orbital_gap_ev": [7.42, 2.18],
  "spin_multiplicity": 2,
  "energy_ha": -1758.78016,
  "charge": 0,
  "homo_energy_ev": [-8.51, -8.50],
  "mol_weight_g_mol": 332.87,
  "lumo_ev": [-1.08, -6.32],
  "species": ["Cl", "S", "O", "O", "O", "O", "N", "N", "N", "C", "C", "C", "C", "C", "C", "C", "C", "C", "C", "C", "H", "H", "H", "H", "H", "H", "H", "H", "H", "H", "H", "H", "H", "H", "H", "H", "H", "H", "H", "H", "H", "H", "H", "H", "H", "H", "H"],
  "positions_angstrom": [[0.628, -0.276, -0.313], [-3.244, -0.732, -2.710], [4.394, -3.650, 0.881], [-0.632, 4.609, -1.406], [-3.876, -1.401, -3.872], [-2.215, 0.756, 3.998], [0.511, 2.942, -0.456], [3.499, -1.863, -0.029], [-1.717, -0.492, 2.182], [-1.603, -0.203, -3.340], [1.779, 3.563, -0.074], [-0.554, 1.626, 2.556], [-2.415, -2.137, -1.705], [-2.683, -1.607, 2.307], [4.110, -1.623, -1.328], [2.804, -2.525, 2.159], [3.647, -2.681, 0.913], [-1.819, 2.678, -1.057], [-0.588, 3.484, -1.031], [-1.628, 0.590, 2.963], [0.313, 1.016, 2.303], [-2.429, -2.590, 1.909], [1.807, -2.192, 1.869], [2.582, -1.442, 0.021], [2.834, -3.334, 2.890], [-2.913, -1.869, 3.340], [3.272, -1.611, 2.523], [-2.028, -2.909, -2.369], [-3.656, -1.558, 1.818], [-0.942, 1.984, 1.602], [-1.700, 0.654, -4.006], [2.482, 2.891, 0.418], [-1.106, -0.514, 1.378], [-2.230, 2.538, -0.057], [-1.031, 0.086, -2.458], [5.190, -1.770, -1.299], [-0.295, 2.496, 3.159], [0.543, 1.934, -0.405], [-1.611, 1.738, -1.567], [-3.234, -2.667, -1.219], [-1.542, -1.793, -1.150], [-2.692, 3.132, -1.526], [1.447, 4.332, 0.624], [-1.203, -1.078, -3.852], [2.150, 4.087, -0.955], [3.667, -2.069, -2.218], [3.927, -0.552, -1.413]]
}



{
  "formula": "C11H27I2NO5STa",
  "method": "wB97M-V/def2-TZVPD",
  "orbital_gap_ev": 7.10,
  "energy_ha": -1916.68901,
  "charge": -1,
  "homo_energy_ev": -4.75,
  "mol_weight_g_mol": 720.16,
  "lumo_ev": 2.35,
  "species": ["Ta", "I", "I", "S", "O", "O", "O", "O", "O", "N", "C", "C", "C", "C", "C", "C", "C", "C", "C", "C", "C", "H", "H", "H", "H", "H", "H", "H", "H", "H", "H", "H", "H", "H", "H", "H", "H", "H", "H", "H", "H", "H", "H", "H", "H", "H", "H", "H"],
  "positions_angstrom": [[-1.324, 0.049, -0.896], [-2.512, -3.094, 0.783], [-1.685, 2.358, 4.413], [4.317, 2.111, -0.530], [4.822, 0.996, 0.517], [5.448, 2.911, -0.905], [-5.240, 1.291, -1.268], [-4.316, 0.535, -2.090], [3.161, 2.743, 0.030], [-1.723, 1.844, -1.775], [0.891, 0.583, -1.058], [3.256, -0.326, -1.622], [-3.565, -0.359, -1.216], [-2.383, 0.495, 3.612], [-1.339, 0.800, 1.269], [0.644, -3.411, 1.726], [0.399, -2.124, 0.940], [1.756, -0.337, -1.920], [-2.587, 0.517, 2.111], [-0.786, -2.049, -0.030], [3.941, 1.022, -1.880], [-4.932, 2.181, -1.481], [-1.196, 1.885, 1.191], [3.761, -1.050, -2.270], [0.367, -1.286, 1.638], [1.672, -3.443, 2.097], [-2.510, 2.365, -1.403], [0.479, -4.291, 1.097], [1.257, 0.576, -0.020], [-4.141, -0.444, -0.287], [4.931, 1.413, 1.379], [3.338, 1.660, -2.534], [-1.631, -0.234, 3.911], [3.445, -0.648, -0.595], [1.018, 1.619, -1.399], [-0.457, 0.441, 1.810], [-3.304, 0.302, 4.159], [4.922, 0.900, -2.342], [-0.556, -2.678, -0.893], [1.278, -1.955, 0.305], [-3.376, 1.237, 1.870], [-0.024, -3.502, 2.584], [-3.660, -1.344, -1.697], [1.424, -1.377, -1.832], [1.601, -0.080, -2.974], [-2.994, -0.473, 1.877], [-0.946, 2.483, -1.894], [-0.943, -0.812, -2.506]]
}



{
  "formula": "C11H27N3O12PSV",
  "method": "wB97M-V/def2-TZVPD",
  "orbital_gap_ev": [7.51, 7.52],
  "spin_multiplicity": 2,
  "energy_ha": -3186.30103,
  "e_above_lowest_kcal_mol": 0.0,
  "charge": -1,
  "homo_energy_ev": [-5.61, -5.62],
  "mol_weight_g_mol": 507.33,
  "lumo_ev": [1.90, 1.90],
  "species": ["V", "S", "P", "O", "O", "O", "O", "O", "O", "O", "O", "O", "O", "O", "O", "N", "N", "N", "C", "C", "C", "C", "C", "C", "C", "C", "C", "C", "C", "H", "H", "H", "H", "H", "H", "H", "H", "H", "H", "H", "H", "H", "H", "H", "H", "H", "H", "H", "H", "H", "H", "H", "H", "H", "H", "H"],
  "positions_angstrom": [[0.541, 1.425, 2.423], [-2.413, 3.163, 2.473], [-0.657, -2.614, -2.883], [2.749, 5.151, 2.746], [2.174, 0.173, 1.796], [0.687, 1.119, 4.718], [2.683, 4.065, 0.769], [1.424, 3.381, 2.444], [-1.589, -3.233, -3.848], [-0.500, -0.543, 5.768], [2.844, 0.860, -0.175], [-0.434, -0.254, 3.537], [3.454, -1.188, 0.557], [-1.112, 2.621, 2.959], [-0.231, 1.112, 1.126], [-1.365, -1.657, -1.686], [0.336, -3.754, -2.125], [0.457, -1.487, -3.526], [0.620, -5.014, -2.808], [0.770, -1.366, -4.945], [-1.749, -0.258, -1.999], [-1.988, -2.117, -0.444], [2.850, -0.004, 0.716], [2.281, 4.188, 1.928], [-2.907, 4.331, 3.797], [-2.143, 4.460, 1.210], [1.457, -0.816, -2.686], [-0.128, 0.185, 4.700], [1.099, -3.502, -0.930], [-1.137, 0.503, -1.512], [0.540, -5.847, -2.110], [-1.613, -0.084, -3.067], [1.467, 0.226, -3.010], [-3.021, 5.106, 1.139], [-3.134, 3.800, 4.718], [1.646, -4.954, -3.190], [0.611, -0.329, -5.263], [-1.998, 3.981, 0.244], [-1.421, -2.992, -0.129], [2.364, -1.418, -2.705], [-3.827, 4.763, 3.395], [0.852, -2.574, -0.416], [1.851, -1.514, -5.048], [-0.998, -1.285, 5.404], [-2.022, -1.306, 0.277], [2.301, 4.913, 3.574], [1.079, -0.681, -1.672], [-1.328, 5.138, 1.458], [-2.196, 5.137, 3.965], [-2.802, -0.085, -1.771], [0.031, -5.151, -3.712], [2.166, -3.390, -1.152], [-3.035, -2.397, -0.609], [0.212, -2.025, -5.604], [0.973, -4.306, -0.197], [3.230, -1.656, 1.377]]
}